80
Properties=species:S:1:pos:R:3:forces:R:3:lowdin_spin:R:1 method="wB97M-V/def2-TZVPD" e_homo_ev="-9.420 / -9.432" multiplicity=6 orbital_gap_ev="6.2 / 6.2" charge=+1
Fe -1.0407 2.3891 -1.0701 -0.077 0.305 -0.439 4.115
F -1.7200 -3.5494 1.7698 0.036 0.002 0.005 0.000
C -0.5243 -2.9428 1.5895 -0.080 -0.185 0.075 0.000
C -0.5152 -1.6620 1.1324 -0.300 0.312 -0.063 0.000
C 0.6982 -0.9949 0.9759 0.031 0.165 0.076 0.002
C 0.7020 0.3865 0.5017 -0.219 -0.001 0.120 0.005
O -0.3603 1.0403 0.4485 -0.363 -0.077 0.049 0.036
C 1.9701 0.9187 0.1638 0.053 -0.196 -0.164 0.001
C 3.0956 0.2466 0.5151 0.160 -0.119 0.141 0.003
N 3.1075 -0.9815 1.0831 -0.095 -0.046 -0.033 0.004
C 4.3452 -1.5623 1.5636 -0.165 -0.001 -0.128 0.000
C 5.6144 -1.3169 0.8198 0.134 0.087 -0.056 0.000
C 4.9897 -2.6789 0.7917 -0.018 -0.112 -0.061 0.000
C 1.8979 -1.6543 1.2692 0.181 0.067 -0.027 0.000
C 1.8609 -2.9805 1.7112 0.140 -0.087 0.047 0.000
C 0.6547 -3.6412 1.8812 0.022 -0.240 -0.004 0.000
N 0.6747 -5.0090 2.2916 -0.035 0.055 0.082 0.000
C 1.4104 -5.3539 3.5039 -0.200 0.048 -0.120 0.000
C 2.1242 -6.6867 3.2591 -0.035 -0.076 -0.037 0.000
N 1.3388 -7.4456 2.2143 -0.136 0.160 0.206 0.000
C -0.1378 -7.2927 2.4700 0.126 0.003 -0.086 0.000
C -0.5213 -5.8448 2.1411 0.236 0.093 -0.014 0.000
C 2.0904 2.1915 -0.6054 0.041 0.333 -0.059 0.007
O 3.1433 2.8148 -0.5802 -0.228 -0.081 -0.097 0.011
O 1.0381 2.5144 -1.2837 -0.011 -0.116 -0.062 0.066
H -1.4408 -1.1619 0.8257 0.273 -0.139 0.074 0.000
H 4.0551 0.7164 0.3428 -0.028 -0.009 0.033 0.000
H 4.3996 -1.6084 2.6425 -0.008 0.037 0.088 0.000
H 6.5080 -1.1666 1.4099 -0.048 -0.010 -0.012 0.000
H 5.5803 -0.7309 -0.0890 -0.027 -0.067 0.028 0.000
H 5.4611 -3.4764 1.3513 -0.010 0.023 -0.002 0.000
H 4.5083 -2.9851 -0.1292 0.016 0.058 0.037 0.000
H 2.7889 -3.5150 1.8770 -0.096 0.056 0.000 0.000
H 0.7400 -5.4250 4.3692 0.003 -0.012 0.001 0.000
H 2.1482 -4.5938 3.7324 0.021 0.081 0.008 0.000
H 2.1689 -7.3022 4.1540 -0.014 -0.065 0.007 0.000
H 3.1291 -6.5534 2.8682 0.039 0.008 -0.057 0.000
H 1.6207 -8.4217 2.1821 0.013 -0.102 0.026 0.000
H 1.5404 -7.0232 1.3082 0.027 0.044 -0.087 0.000
H -0.2988 -7.5476 3.5139 0.029 -0.006 0.060 0.000
H -0.6815 -8.0010 1.8523 0.014 -0.045 -0.039 0.000
H -1.3487 -5.5549 2.7872 -0.044 0.013 0.095 0.000
H -0.8658 -5.7768 1.1130 -0.039 0.037 -0.071 0.000
C -1.2841 6.0800 -2.3156 -0.107 0.102 0.125 0.017
P -0.1612 4.7062 -1.8851 -0.336 0.339 -0.084 0.134
C 1.0136 4.7535 -3.2737 0.070 -0.116 -0.074 0.023
C 0.7474 5.4598 -0.5026 0.119 -0.147 0.110 0.018
H -0.7093 6.9953 -2.4773 -0.017 -0.019 0.038 0.004
H -1.9935 6.2436 -1.4985 0.065 -0.006 -0.085 0.000
H -1.8548 5.8539 -3.2143 0.050 0.031 0.061 0.000
H 1.7544 5.5339 -3.0905 -0.025 0.013 -0.066 0.005
H 0.4793 4.9777 -4.1985 0.025 -0.015 0.040 0.000
H 1.5273 3.7990 -3.3647 0.006 0.053 0.024 0.001
H 1.0440 6.4702 -0.7857 0.039 0.021 0.046 0.005
H 1.6361 4.8697 -0.2758 -0.023 0.038 -0.008 0.000
H 0.1041 5.5135 0.3782 0.026 0.012 -0.053 0.000
C -1.6640 3.2788 1.7755 -0.107 0.176 -0.064 0.004
O -1.9369 3.6594 0.3973 0.348 -0.496 0.824 0.068
H -2.0530 2.2862 1.9855 -0.035 -0.051 -0.055 0.000
H -2.0931 4.0107 2.4537 -0.071 0.102 -0.020 0.002
H -0.5856 3.2693 1.8900 0.049 0.021 -0.032 0.000
H -2.8914 3.6491 0.2425 -0.019 0.067 -0.145 0.002
Br -6.3697 4.7203 -4.7155 -0.156 0.074 -0.108 -0.001
C -4.9391 4.0317 -3.6985 0.051 -0.039 0.086 -0.006
C -5.1810 3.5691 -2.4165 -0.081 -0.078 0.179 0.014
C -4.1254 3.0632 -1.6610 -0.159 0.385 -0.448 0.037
C -2.8539 3.0537 -2.2033 1.476 -0.379 0.409 0.277
C -2.6136 3.4979 -3.4928 -0.859 -0.068 -0.194 0.033
C -3.6718 3.9920 -4.2536 0.259 -0.120 -0.076 0.011
H -6.1859 3.5793 -2.0134 0.012 0.035 -0.043 0.002
H -4.3363 2.6490 -0.6815 -0.055 -0.040 0.000 0.004
H -1.6253 3.4510 -3.9375 0.001 0.030 0.014 0.004
H -3.5065 4.3451 -5.2638 -0.051 -0.014 0.002 0.002
F -1.4505 0.5069 -2.0489 0.029 -0.049 0.268 0.054
C -2.3405 -0.2665 -1.1059 0.038 0.443 0.116 0.004
F -2.9040 0.8573 -0.3695 0.220 -0.414 -0.273 0.026
C -3.4608 -0.6793 -2.0440 -0.006 0.162 -0.074 0.001
F -3.0089 -1.6596 -2.8433 -0.058 -0.129 -0.032 0.000
F -3.9804 0.2639 -2.8550 0.012 -0.019 0.088 0.000
F -4.4754 -1.1614 -1.3049 -0.049 -0.097 -0.036 0.000

=====

18
Properties=species:S:1:pos:R:3:forces:R:3:mulliken_charge:R:1 method="wB97M-V/def2-TZVPD" smiles="C=CC/C=C/N.O" e_above_lowest_ev=2.839 e_homo_ev=-7.847 orbital_gap_ev=8.7 charge=0
C 0.6561 -0.3707 -0.7339 0.202 0.513 -0.539 -0.411
C -0.2748 -1.1094 -0.1053 -0.230 1.478 -0.045 -0.239
N -1.1795 -1.9735 -0.6853 1.217 -0.681 1.143 -0.399
C 0.8805 1.1007 -0.3894 -0.446 -0.964 0.655 -0.778
C -0.1552 2.0524 -0.9822 1.220 -0.108 0.538 -0.028
C -0.9400 2.8025 -0.2150 -0.586 -0.308 -0.937 -0.760
H 1.2062 -0.6761 -1.6229 -0.834 -0.241 -0.355 0.336
H -0.4647 -0.8131 0.9349 -0.418 -0.094 -0.196 0.338
H -1.6457 -2.6054 -0.0659 -0.433 -0.134 -0.347 0.209
H -1.5113 -1.7996 -1.6015 -0.147 -0.121 -0.471 0.189
H 0.7898 1.2349 0.6897 0.347 -0.029 0.193 0.327
H 1.8781 1.3739 -0.7295 0.042 0.319 0.139 0.344
H -0.0457 2.1949 -2.0498 -0.317 0.268 -0.117 0.321
H -1.5550 3.5730 -0.6721 -0.068 -0.115 0.145 0.260
H -1.1272 2.5680 0.8245 0.394 0.220 0.163 0.261
H 1.9153 -2.5790 2.7484 -0.077 -0.139 -0.351 0.313
H 0.5843 -2.6446 1.9298 0.144 -0.344 -0.733 0.350
O 0.9890 -2.3289 2.7255 -0.011 0.479 1.114 -0.634

=====

64
Properties=species:S:1:pos:R:3:forces:R:3:mulliken_charge:R:1 method="wB97M-V/def2-TZVPD" e_above_lowest_ev=0.864 e_homo_ev=-6.621 orbital_gap_ev=6.7 charge=0
C -3.3323 -0.5506 -2.5924 -1.363 -0.226 3.165 -1.592
C -3.9286 0.4597 -1.6771 -0.819 -1.442 0.165 -0.283
N -2.7534 1.0204 -0.7752 -3.743 0.952 0.062 1.122
C -2.3904 -0.0432 0.1567 -0.266 -3.509 0.534 -0.863
C -1.5816 1.4951 -1.4798 5.758 0.389 -0.171 0.273
C -1.8388 2.4090 -2.7024 4.903 -2.094 -0.995 -1.458
C -3.4783 2.2021 -0.0886 0.666 1.212 1.939 -0.663
C -2.6616 2.9854 0.9384 3.276 0.584 2.245 -0.356
O -3.4096 4.0260 1.6514 -0.047 -0.196 -1.704 -0.412
C -2.5459 4.9827 2.3261 -1.259 -1.805 0.501 -0.701
H -2.7081 -0.2175 -3.2934 3.896 1.379 -1.767 0.480
H -4.0579 -0.7554 -3.2849 -2.669 -1.836 -1.057 0.485
H -3.0254 -1.2988 -1.8780 0.536 -1.007 -1.170 0.433
H -4.7340 -0.2318 -1.0893 2.058 2.473 -0.485 0.322
H -4.4749 1.2259 -2.2388 0.467 0.354 0.641 0.372
H -2.0105 0.3509 1.0268 1.987 1.310 1.476 0.380
H -1.5949 -0.8433 -0.2509 -1.925 2.131 0.716 -0.079
H -3.3044 -0.4940 0.6824 0.735 0.170 -1.707 0.351
H -0.8039 0.6716 -1.8254 -2.630 0.576 0.260 -0.356
H -0.7309 1.8159 -0.6845 -2.503 0.070 -1.181 0.361
H -2.2044 3.3957 -2.6133 -0.748 0.764 0.223 0.333
H -2.2979 1.7018 -3.3629 -1.001 0.581 -0.851 0.351
H -0.6900 2.4849 -3.3124 -3.297 0.020 2.067 0.285
H -4.1407 1.8231 0.6594 -1.510 -0.986 -0.615 0.303
H -3.9463 2.9702 -0.7345 0.246 -1.143 -0.275 0.349
H -1.6915 3.3850 0.5067 -1.201 0.013 0.291 0.389
H -2.2807 2.3025 1.7863 -0.502 0.558 -1.376 0.197
H -1.7749 5.2662 1.6653 1.398 0.090 -0.365 0.325
H -2.3047 4.4992 3.2715 1.039 0.059 -0.085 0.286
H -3.0373 5.8848 2.6354 -1.043 0.290 -0.371 0.281
O 0.9923 -0.0096 0.3823 -0.617 -2.511 4.188 -0.668
H 1.0485 0.5073 -0.3383 0.475 2.900 -4.107 -0.176
C 3.8396 1.8772 -1.2867 2.698 3.060 -2.283 -0.634
S 4.5867 0.6375 -0.4057 3.250 -3.584 -0.325 0.603
O 6.1155 0.6876 -0.6481 -2.159 0.554 0.425 -0.730
C 4.2253 1.1630 1.2661 0.277 -1.552 -2.915 -0.996
H 4.2833 2.7525 -0.7371 -1.391 0.120 -1.209 0.340
H 2.8485 1.7028 -1.4289 -3.443 0.027 1.313 0.033
H 3.9890 1.9394 -2.4332 1.292 -0.368 1.814 0.322
H 4.9446 0.6437 1.7853 1.263 -1.065 1.723 0.340
H 3.2488 0.8507 1.3062 -2.607 -1.330 0.953 0.266
H 4.2008 2.1568 1.3712 0.600 3.945 0.502 0.441
C 2.4416 -1.7457 -2.8975 -2.911 2.843 -3.647 -1.262
S 0.9224 -1.8392 -1.9197 -0.317 -0.285 -1.851 1.170
O -0.1963 -1.5629 -2.9151 -0.012 1.079 0.416 -0.812
C 0.8210 -3.6000 -1.9363 2.031 4.031 14.114 -1.447
H 2.7185 -0.6914 -3.1172 -0.105 -0.420 0.894 0.182
H 2.2471 -2.0650 -3.9669 -0.062 -0.422 1.314 0.386
H 3.1795 -2.2466 -2.4516 3.026 -1.881 1.712 0.483
H 1.8036 -3.8944 -1.2760 -2.034 0.390 -1.468 0.293
H 0.9292 -3.9845 -2.7469 0.157 -4.710 -9.745 0.738
H 0.0470 -3.7357 -1.1233 0.222 -0.751 -1.802 0.254
C 1.8205 -2.8639 2.2872 5.006 2.513 -3.157 0.550
C 2.9911 -3.4655 2.8760 -3.791 0.330 0.808 -0.658
C 2.7566 -4.1491 4.0708 5.284 -1.054 0.402 -0.083
C 1.6332 -4.1835 4.8130 -5.767 -0.854 -0.259 -0.490
C 0.3981 -3.5909 4.1794 6.454 -0.120 -2.392 -0.482
C 0.6339 -2.9319 2.8663 -6.507 -0.187 3.207 -0.187
H 1.9810 -2.0717 1.3607 -0.683 -2.232 2.144 -0.018
H 3.9762 -3.3832 2.5156 0.805 0.094 -0.724 0.473
H 3.7323 -4.6818 4.5022 -2.220 1.055 -0.752 0.159
H 1.4746 -4.9617 5.6750 0.568 2.006 -1.460 0.226
H -0.5306 -3.7719 4.5705 -2.161 -0.038 0.941 0.491
H -0.3698 -2.4117 2.3780 2.942 -1.314 1.116 -0.024